DFT (wB97M-V/def2-TZVPD) results for one molecule with the formula C8H11NO2S.

The HOMO-LUMO gap (spin up / spin down) comes out at 7.65 / 7.53 eV. The energy above the lowest of the compared OMol25 structures with the same formula, charge and spin is 5.684 eV. The LUMO energy (spin up / spin down) comes out at -2.079 / -1.296 eV. The total energy comes out at -24889.2462 eV. As for the multiplicity: 1.

Each atom is followed by the atoms it is bonded to, with distances in Å.
Cartesian coordinates (Å):
1 C 0.544 1.834 0.249  C3 1.557, C6 1.522, H13 1.090, H14 1.093
2 C 1.669 -0.017 -0.708  C3 1.548, C7 1.500, H15 1.096, H16 1.089
3 C 0.824 0.331 0.541  C1 1.557, C2 1.548, C4 1.555, H17 1.093
4 C -0.532 -0.415 0.691  C3 1.555, C5 1.524, C8 1.534, H18 1.095
5 C -0.650 -1.900 0.372  C4 1.524, N9 1.248, H19 1.091
6 C 0.311 1.812 -1.254  C1 1.522, C7 1.316, H20 1.073
7 C 0.976 0.796 -1.761  C2 1.500, C6 1.316
8 C -1.044 -0.219 2.124  C4 1.534, H21 1.088, H22 1.086, H23 1.089
9 N -0.805 -2.444 -0.740  C5 1.248, S12 1.967
10 O -1.811 -0.472 -2.272  S12 1.444
11 O -0.037 -1.854 -3.274  S12 1.435
12 S -0.518 -1.103 -2.150  N9 1.967, O10 1.444, O11 1.435
13 H -0.338 2.231 0.753  C1 1.090
14 H 1.405 2.444 0.535  C1 1.093
15 H 2.689 0.355 -0.559  C2 1.096
16 H 1.730 -1.081 -0.930  C2 1.089
17 H 1.400 0.188 1.459  C3 1.093
18 H -1.229 0.057 -0.010  C4 1.095
19 H -0.743 -2.543 1.249  C5 1.091
20 H -0.324 2.513 -1.761  C6 1.073
21 H -2.077 -0.550 2.209  C8 1.088
22 H -1.001 0.828 2.411  C8 1.086
23 H -0.438 -0.789 2.827  C8 1.089